# 1
DFT (the ωB97M-V functional and the def2-TZVPD basis) results for a gas-phase ion, C4H15N2P4 (charge +1).

The frontier orbital gap is 8.4 eV. Its net charge is +1. As for the spin multiplicity: 1. For the LUMO energy, the calculation gives -3.15 eV.

XYZ file:
```
25
C4H15N2P4 | the OMol25 dataset | the ωB97M-V functional and the def2-TZVPD basis
C -3.54 -0.28 0.09
N -2.29 -0.64 -0.59
C -1.26 0.56 -0.64
N -0.10 0.03 -1.16
C 1.08 -0.07 -0.27
P 1.46 -1.79 0.72
P 2.76 0.40 -1.13
P 4.19 0.32 0.52
C 0.95 1.07 0.78
P -0.94 1.34 1.11
H -4.50 -0.75 -0.27
H -3.38 -0.64 1.12
H -3.61 0.80 0.11
H -2.68 -0.87 -1.60
H -1.86 -1.43 -0.12
H -1.68 1.43 -1.23
H 0.19 0.14 -2.11
H 0.45 -2.50 -0.06
H 0.63 -1.42 1.70
H 3.26 -0.82 -1.37
H 5.30 0.58 -0.27
H 4.10 1.63 0.91
H 1.58 0.73 1.63
H 1.29 2.04 0.40
H -1.40 0.12 1.72
```

---

# 2
DFT (the ωB97M-V functional and the def2-TZVPD basis) results for a molecular structure, C4H15N2Si.

The frontier orbital gap is 9.7 eV. Its net charge is +1. As for the spin multiplicity: 1. For the LUMO energy, the calculation gives -3.73 eV.

XYZ file:
```
22
C4H15N2Si | the OMol25 dataset | the ωB97M-V functional and the def2-TZVPD basis
C -3.03 -0.53 0.70
C 2.93 -1.20 -1.00
C -1.89 -0.46 -0.26
C 0.03 1.26 -0.36
N 0.85 0.03 0.89
N -1.37 1.00 -0.42
Si 2.61 -0.03 0.60
H -2.76 0.03 1.65
H -3.96 0.07 0.48
H -3.31 -1.51 0.87
H 3.55 -0.59 -1.55
H 3.25 -2.20 -0.66
H 2.05 -1.12 -1.61
H -2.27 -0.77 -1.31
H -1.04 -1.04 -0.03
H 0.80 1.05 -1.04
H 0.19 2.09 0.30
H 0.60 0.62 1.66
H -1.93 1.34 -1.29
H -1.90 1.54 0.27
H 3.31 1.23 0.32
H 3.32 -0.79 1.78
```

---

# 3
DFT (the ωB97M-V functional and the def2-TZVPD basis) results for 2 unconnected molecules or ions with the total composition C4H15N3.

The frontier orbital gap is 8.5 eV. Its net charge is 0. As for the spin multiplicity: 1. For the LUMO energy, the calculation gives 1.03 eV.

XYZ file:
```
22
C4H15N3 | the OMol25 dataset | the ωB97M-V functional and the def2-TZVPD basis
C -1.54 -0.43 1.39
N -1.11 -0.24 0.02
N -0.07 -1.31 -0.58
C -0.12 -2.55 0.16
C 1.24 -0.76 -0.69
H -2.17 -1.32 1.56
H -0.66 -0.49 2.04
H -2.14 0.43 1.70
H -1.90 -0.31 -0.61
H 0.43 -3.30 -0.42
H 0.34 -2.49 1.16
H -1.15 -2.90 0.25
H 1.29 0.38 -0.12
H 1.38 -0.38 -1.70
H 2.04 -1.47 -0.47
C 0.70 2.74 -1.02
N 0.71 1.86 0.14
H -0.10 3.49 -0.98
H 0.52 2.12 -1.90
H 1.66 3.24 -1.13
H 0.84 2.39 1.01
H -0.20 1.30 0.20
```

---

# 4
DFT (the ωB97M-V functional and the def2-TZVPD basis) results for 3 unconnected molecules or ions with the total composition C4H15NO2.

The frontier orbital gap (alpha / beta) is 1.8 / 8.2 eV. Its net charge is -1. As for the spin multiplicity: 2. For the LUMO energy (alpha / beta), the calculation gives 3.01 / 3.04 eV.

XYZ file:
```
22
C4H15NO2 | the OMol25 dataset | the ωB97M-V functional and the def2-TZVPD basis
C -0.29 -1.70 0.95
C -0.90 -0.42 0.41
N -0.27 -0.02 -0.84
C -0.80 -0.72 -1.99
C -0.24 1.40 -1.04
H -0.44 -2.64 0.42
H 0.78 -1.53 0.88
H -0.55 -1.93 1.98
H -0.63 0.36 1.13
H -2.00 -0.44 0.31
H -1.64 -0.18 -2.47
H -1.18 -1.71 -1.71
H -0.04 -0.90 -2.76
H -1.26 1.82 -1.20
H 0.14 1.90 -0.14
H 0.38 1.66 -1.89
H -0.65 1.74 4.41
H -0.72 1.41 5.92
O -1.12 1.21 5.07
H 4.57 0.45 -2.42
H 3.18 0.02 -2.91
O 3.68 0.23 -2.10
```

---

# 5
DFT (the ωB97M-V functional and the def2-TZVPD basis) results for 3 unconnected molecules or ions with the total composition C4H15NO2.

The frontier orbital gap is 9.0 eV. Its net charge is 0. As for the spin multiplicity: 1. For the LUMO energy, the calculation gives 0.65 eV.

XYZ file:
```
22
C4H15NO2 | the OMol25 dataset | the ωB97M-V functional and the def2-TZVPD basis
C -1.88 -0.91 0.87
N -0.61 -0.54 0.26
C 0.04 0.57 0.94
C 0.09 1.78 -0.01
C 1.45 0.34 1.48
H -2.12 -1.93 0.54
H -2.71 -0.33 0.46
H -1.89 -0.89 1.96
H -0.06 -1.33 -0.05
H -0.62 0.84 1.77
H 0.48 2.69 0.43
H -0.89 1.86 -0.48
H 0.71 1.48 -0.86
H 1.89 1.24 1.89
H 2.04 0.00 0.63
H 1.48 -0.37 2.31
O -0.72 0.10 -2.96
H -1.27 0.88 -2.82
H -0.78 -0.59 -2.29
O 1.55 -1.70 -1.03
H 1.85 -2.31 -1.73
H 1.97 -0.87 -1.29
```

---

# 6
DFT (the ωB97M-V functional and the def2-TZVPD basis) results for 3 unconnected molecules or ions with the total composition C4H15NO2.

The frontier orbital gap is 10.2 eV. Its net charge is 0. As for the spin multiplicity: 1. For the LUMO energy, the calculation gives 0.63 eV.

XYZ file:
```
22
C4H15NO2 | the OMol25 dataset | the ωB97M-V functional and the def2-TZVPD basis
C -1.90 -1.12 0.17
C -1.51 0.18 0.81
C 0.06 0.47 0.98
N 0.72 0.30 -0.40
C 2.15 0.71 -0.51
H -1.50 -2.03 0.62
H -3.05 -1.20 0.07
H -1.63 -1.01 -0.92
H -1.83 0.99 0.11
H -2.06 0.31 1.77
H 0.17 1.56 1.36
H 0.52 -0.12 1.80
H 0.68 -0.60 -0.79
H 2.22 1.58 0.18
H 2.95 0.01 -0.28
H 2.35 1.07 -1.50
O -1.31 1.90 -1.76
H -1.10 1.60 -2.67
H -0.58 1.46 -1.26
O 1.56 -2.22 1.09
H 2.08 -2.81 0.47
H 0.96 -1.75 0.54
```

---

# 7
DFT (the ωB97M-V functional and the def2-TZVPD basis) results for 3 unconnected molecules or ions with the total composition C4H15NO2.

The frontier orbital gap is 9.5 eV. Its net charge is 0. As for the spin multiplicity: 1. For the LUMO energy, the calculation gives 0.76 eV.

XYZ file:
```
22
C4H15NO2 | the OMol25 dataset | the ωB97M-V functional and the def2-TZVPD basis
C 1.08 -1.89 2.03
C 0.43 -1.25 0.77
C 0.81 0.22 0.73
N 0.16 0.88 -0.45
C 0.87 2.07 -0.85
H 1.85 -1.17 2.34
H 0.41 -1.96 2.88
H 1.68 -2.77 1.86
H 0.86 -1.85 -0.02
H -0.66 -1.26 0.81
H 0.46 0.72 1.64
H 1.89 0.38 0.66
H -0.42 0.14 -0.79
H 0.76 2.79 -0.05
H 1.92 1.81 -0.93
H 0.48 2.49 -1.78
O -2.55 1.65 0.20
H -2.75 2.07 1.04
H -1.59 1.49 0.25
O -1.76 -1.86 -3.56
H -2.10 -1.64 -2.69
H -1.85 -1.06 -4.09
```

---

# 8
DFT (the ωB97M-V functional and the def2-TZVPD basis) results for 3 unconnected molecules or ions with the total composition C4H15NO2.

The frontier orbital gap is 10.6 eV. Its net charge is 0. As for the spin multiplicity: 1. For the LUMO energy, the calculation gives 0.88 eV.

XYZ file:
```
22
C4H15NO2 | the OMol25 dataset | the ωB97M-V functional and the def2-TZVPD basis
C -1.05 -1.85 -0.09
C -1.62 -0.41 -0.38
C -1.48 0.55 0.84
C -0.02 0.78 1.16
N 0.58 1.53 0.13
H -1.39 -2.52 -0.86
H 0.07 -1.95 0.04
H -1.50 -2.19 0.89
H -2.71 -0.37 -0.75
H -1.07 0.03 -1.27
H -2.05 0.14 1.59
H -1.86 1.57 0.67
H -0.04 1.40 1.96
H 0.56 -0.02 1.44
H 0.36 1.13 -0.78
H 0.12 2.43 0.10
O 1.30 -0.33 -2.11
H 1.69 -0.06 -2.99
H 2.00 -0.66 -1.38
O 2.79 -0.01 0.31
H 3.11 -0.01 1.17
H 2.21 0.83 0.33
```

---

Short version: DFT total energy = -1635.9676, -560.0411, -325.5394, -366.5550, -366.6054, -366.5861, -366.5833, -366.5926 Ha, in the order given.